#w
68
Properties=species:S:1:pos:R:3 method="wB97M-V/def2-TZVPD" e_lumo_ev=0.4 molar_mass_g_mol=372.5 homo_energy_ev=-9.0 orbital_gap_ev=9.4
N -3.663 -1.950 -0.943
C -2.669 -2.393 -0.220
N -2.260 -3.554 -0.677
O -2.055 -1.827 0.639
H -3.959 -2.451 -1.768
H -3.731 -0.945 -0.867
H -1.502 -4.057 -0.238
H -2.943 -3.983 -1.285
C 1.442 -1.484 0.142
C 0.797 -0.091 -0.089
C 0.078 0.016 -1.477
O -0.145 -0.020 0.969
H 0.655 -2.230 0.033
H 1.993 -1.406 1.079
H 2.231 -1.599 -0.602
H 1.591 0.651 -0.011
H -0.716 -0.727 -1.412
H 0.714 -0.256 -2.319
H -0.207 1.048 -1.685
H -0.841 -0.655 0.788
C 1.983 3.853 -2.953
C 0.747 4.560 -2.440
C 0.810 4.891 -0.921
O 0.535 5.811 -3.062
H 1.764 3.548 -3.976
H 2.258 3.065 -2.251
H 2.822 4.548 -2.930
H -0.077 3.861 -2.586
H 0.703 4.014 -0.283
H -0.042 5.458 -0.547
H 1.767 5.340 -0.656
H 0.475 5.697 -4.014
C 4.453 -0.965 2.842
O 4.354 -1.567 4.078
H 5.437 -0.697 2.457
H 4.020 -1.566 2.043
H 3.944 -0.001 2.874
H 5.056 -1.181 4.605
C 0.769 -3.146 -3.437
O 1.950 -3.101 -4.264
H 0.150 -2.259 -3.575
H 0.153 -3.967 -3.805
H 0.898 -3.228 -2.358
H 2.486 -3.884 -4.117
C 0.981 2.618 3.010
O -0.303 2.314 2.385
H 1.703 2.971 2.274
H 0.780 3.394 3.749
H 1.289 1.648 3.401
H -0.214 1.567 1.788
C -2.587 0.062 3.604
O -2.187 1.238 4.286
H -3.339 -0.559 4.091
H -2.937 0.226 2.585
H -1.699 -0.555 3.464
H -1.455 1.653 3.823
C -0.450 -4.388 1.885
O -0.395 -5.164 0.702
H 0.202 -3.516 1.820
H -1.497 -4.122 2.029
H -0.199 -4.992 2.757
H 0.445 -5.624 0.773
C -3.078 1.741 -1.716
O -4.046 0.921 -1.089
H -2.289 1.119 -2.137
H -3.573 2.296 -2.513
H -2.661 2.473 -1.024
H -4.711 1.511 -0.728

#x
68
Properties=species:S:1:pos:R:3 method="wB97M-V/def2-TZVPD" e_lumo_ev=0.4 molar_mass_g_mol=372.5 homo_energy_ev=-8.9 orbital_gap_ev=9.3
N 11.243 18.300 -8.692
C 10.778 18.206 -9.928
N 11.646 18.241 -10.868
O 9.478 18.049 -10.158
H 10.652 18.367 -7.884
H 12.127 18.729 -8.474
H 11.290 18.352 -11.833
H 12.643 18.318 -10.732
C 8.083 17.104 -16.346
C 8.718 15.780 -16.901
O 7.678 14.868 -17.191
H 7.419 17.437 -17.167
H 8.808 17.878 -16.192
H 7.501 16.932 -15.438
H 9.438 15.302 -16.184
H 9.291 15.979 -17.831
H 8.120 14.004 -17.403
C 5.965 16.854 -10.881
C 6.467 16.086 -12.112
O 5.458 15.869 -13.001
H 6.770 16.874 -10.117
H 5.004 16.486 -10.498
H 5.752 17.927 -11.209
H 6.970 15.141 -11.942
H 7.223 16.683 -12.657
H 5.300 16.648 -13.541
C 13.916 17.032 -12.723
C 14.464 16.118 -13.762
O 13.843 14.882 -13.765
H 13.949 16.588 -11.718
H 12.916 17.318 -13.055
H 14.472 17.958 -12.802
H 15.539 15.817 -13.622
H 14.408 16.441 -14.796
H 14.132 14.394 -12.949
C 4.279 17.781 -15.641
C 5.221 18.802 -14.997
O 5.196 18.527 -13.592
H 4.622 16.805 -15.461
H 4.025 17.677 -16.679
H 3.312 17.789 -15.131
H 4.936 19.844 -15.196
H 6.278 18.635 -15.314
H 5.575 19.256 -13.064
C 5.771 21.542 -12.261
O 6.169 20.396 -11.595
H 5.179 21.274 -13.115
H 6.622 22.011 -12.771
H 5.175 22.132 -11.591
H 6.795 20.724 -11.003
C 9.245 19.143 -13.324
O 10.084 18.022 -13.175
H 9.851 20.048 -13.146
H 8.476 19.038 -12.537
H 8.822 19.234 -14.319
H 9.550 17.203 -13.261
C 8.417 20.590 -8.918
O 8.808 20.531 -10.277
H 8.947 19.922 -8.273
H 7.360 20.478 -8.782
H 8.777 21.559 -8.472
H 9.092 19.648 -10.445
C 10.416 14.656 -13.403
O 9.255 15.455 -13.606
H 10.272 13.587 -13.538
H 10.669 14.765 -12.326
H 11.224 15.156 -13.973
H 8.622 14.898 -14.024

In terms of stability, #w leads; the second structure lies 0.488 eV higher.

#w
11
Properties=species:S:1:pos:R:3 method="wB97M-V/def2-TZVPD" e_lumo_ev=4.0 total_charge=-1 molar_mass_g_mol=119.1 homo_energy_ev=-2.8 orbital_gap_ev=6.7
C 1.709 1.770 0.183
C 0.906 0.866 0.606
C 0.719 -0.450 0.757
O 1.065 -1.187 1.654
O -0.051 -0.941 -0.346
Si -1.599 -1.082 -0.535
F -1.904 -0.703 -2.001
H 1.424 2.813 0.088
H 2.744 1.615 -0.021
H -2.300 -2.357 -0.659
H -2.713 -0.345 0.274

#x
11
Properties=species:S:1:pos:R:3 method="wB97M-V/def2-TZVPD" e_lumo_ev="3.7 / 3.8" total_charge=-1 molar_mass_g_mol=119.1 homo_energy_ev="-3.1 / -2.4" orbital_gap_ev="6.7 / 6.1"
C 0.040 2.086 -1.604
C 0.115 -1.124 0.058
C -0.201 -1.710 1.273
O -1.016 1.373 -1.254
O 0.260 2.792 -2.561
F 0.881 -1.860 2.295
Si 0.598 0.997 -0.165
H 0.873 -1.495 -0.474
H -0.799 -1.281 -0.469
H -0.993 -1.366 1.834
H 0.241 1.589 1.068

In terms of stability, #w leads; the second structure lies 3.352 eV higher.

#w
46
Properties=species:S:1:pos:R:3 method="wB97M-V/def2-TZVPD" e_lumo_ev=0.6 molar_mass_g_mol=339.4 homo_energy_ev=-7.9 orbital_gap_ev=8.4
C 2.734 0.246 8.719
C 2.332 -0.408 7.406
O 2.201 0.615 6.439
C 1.847 0.280 5.170
C 1.592 -1.010 4.719
C 1.238 -1.239 3.401
C 1.131 -0.181 2.507
N 0.777 -0.350 1.165
C 0.490 -1.500 0.492
O 0.488 -2.619 0.967
C 0.165 -1.262 -0.924
C -0.147 -2.165 -1.907
C -0.368 -1.414 -3.081
C -0.177 -0.105 -2.740
C -0.295 1.148 -3.549
N -1.457 1.122 -4.392
N -1.319 1.049 -5.718
C -2.542 1.001 -6.218
C -2.796 0.924 -7.682
C -3.491 1.038 -5.180
C -2.759 1.111 -4.015
C -3.184 1.174 -2.594
O 0.142 -0.001 -1.434
C 1.386 1.115 2.958
C 1.738 1.342 4.269
H 2.845 -0.510 9.490
H 3.675 0.775 8.597
H 1.974 0.960 9.025
H 3.100 -1.128 7.091
H 1.378 -0.940 7.524
H 1.666 -1.855 5.385
H 1.043 -2.242 3.061
H 0.739 0.504 0.625
H -0.206 -3.226 -1.786
H -0.633 -1.784 -4.050
H 0.564 1.256 -4.219
H -0.328 2.008 -2.870
H -3.864 0.865 -7.873
H -2.307 0.047 -8.104
H -2.392 1.803 -8.181
H -4.557 1.015 -5.275
H -4.266 1.258 -2.539
H -2.740 2.034 -2.092
H -2.879 0.274 -2.059
H 1.307 1.947 2.273
H 1.937 2.340 4.625

#x
46
Properties=species:S:1:pos:R:3 method="wB97M-V/def2-TZVPD" e_lumo_ev=-2.1 molar_mass_g_mol=339.4 homo_energy_ev=-5.6 orbital_gap_ev=3.6
C 4.190 -1.804 2.880
O 3.537 -0.540 3.162
C 2.205 -0.442 2.919
C 1.584 0.809 3.176
C 0.234 0.963 2.974
C -0.571 -0.140 2.580
C -2.003 -0.003 2.550
N -2.836 -0.917 2.999
C -4.274 -0.758 2.777
C -2.416 -2.075 3.796
C 0.070 -1.362 2.258
C 1.428 -1.524 2.434
H 5.233 -1.613 3.127
H 3.788 -2.613 3.509
H 4.092 -2.080 1.819
H 2.208 1.625 3.537
H -0.257 1.924 3.143
H -2.438 0.958 2.236
H -4.780 -1.605 3.243
H -4.627 0.184 3.221
H -4.491 -0.738 1.698
H -3.329 -2.526 4.195
H -1.895 -2.825 3.188
H -1.765 -1.783 4.631
H -0.506 -2.196 1.858
H 1.903 -2.482 2.209
C -1.746 2.238 -0.981
C -2.741 2.881 -0.089
C -2.243 3.668 0.960
N -1.781 4.307 1.833
C -4.144 2.811 -0.272
C -4.755 2.021 -1.311
C -6.126 1.942 -1.443
C -6.960 2.657 -0.557
N -8.372 2.556 -0.680
O -9.095 3.191 0.122
O -8.854 1.836 -1.584
C -6.403 3.453 0.464
C -5.030 3.530 0.600
H -2.204 1.640 -1.768
H -1.110 3.007 -1.445
H -1.079 1.598 -0.384
H -4.130 1.468 -2.013
H -6.595 1.339 -2.216
H -7.075 3.990 1.130
H -4.624 4.163 1.394

In terms of stability, #w leads; the second structure lies 5.945 eV higher.

#w
12
Properties=species:S:1:pos:R:3 method="wB97M-V/def2-TZVPD" e_lumo_ev=-3.7 total_charge=+1 molar_mass_g_mol=88.1 homo_energy_ev=-14.9 orbital_gap_ev=11.2
C -2.613 -0.114 -0.083
C -1.424 -0.017 -0.102
C 0.412 0.437 -0.050
N 1.025 -1.019 -0.084
O 0.722 1.060 1.090
O 0.812 1.038 -1.166
H -3.648 -0.298 -0.079
H 1.603 -1.187 0.751
H 0.283 -1.730 -0.152
H 1.621 -1.086 -0.925
H 0.075 0.979 1.804
H 1.133 1.938 -1.004

#x
12
Properties=species:S:1:pos:R:3 method="wB97M-V/def2-TZVPD" e_lumo_ev="-7.6 / -7.6" total_charge=+1 molar_mass_g_mol=88.1 homo_energy_ev="-15.8 / -15.8" orbital_gap_ev="8.2 / 8.2"
C -1.879 -0.688 -0.046
C -0.514 -0.407 0.793
C 1.541 0.664 -0.612
N -0.327 0.951 0.690
O -2.407 0.129 -0.736
O 0.581 1.476 -0.017
H -2.229 -1.646 0.157
H -0.750 -0.847 1.871
H 0.363 -1.055 0.379
H 2.578 1.231 -0.734
H 1.312 0.431 -1.687
H 1.732 -0.239 -0.060

#y
12
Properties=species:S:1:pos:R:3 method="wB97M-V/def2-TZVPD" e_lumo_ev=-4.9 total_charge=+1 molar_mass_g_mol=88.1 homo_energy_ev=-16.4 orbital_gap_ev=11.5
C -2.242 -0.160 -0.286
O -0.762 -0.311 -0.232
C -0.037 0.382 0.610
N 1.149 -0.022 0.820
C 2.171 -0.399 0.173
O 2.647 0.072 -0.947
H -2.535 0.475 0.589
H -2.584 -1.108 -0.143
H -2.475 0.233 -1.270
H -0.395 1.151 1.356
H 2.881 -1.031 0.703
H 2.183 0.717 -1.372

In terms of stability, #y leads; the second structure lies 1.662 eV higher.

#w
7
Properties=species:S:1:pos:R:3 method="wB97M-V/def2-TZVPD" e_lumo_ev=-1.0 molar_mass_g_mol=136.2 homo_energy_ev=-9.1 orbital_gap_ev=8.1
C -1.707 0.655 -0.032
N -0.678 1.381 -0.108
N 1.364 -0.625 0.049
O 2.495 -0.939 0.251
O 0.393 -1.285 -0.085
S -2.761 -0.470 0.001
S 0.894 1.283 -0.077

#x
7
Properties=species:S:1:pos:R:3 method="wB97M-V/def2-TZVPD" e_lumo_ev="-2.7 / -0.5" molar_mass_g_mol=136.2 homo_energy_ev="-9.2 / -9.8" orbital_gap_ev="6.5 / 9.3"
C -1.551 0.940 0.062
N -1.417 1.912 0.649
N 1.771 -0.215 -0.049
O 1.250 0.439 -0.823
O 2.740 -0.602 0.420
S -1.665 -0.554 -0.800
S -1.128 -1.922 0.541

In terms of stability, #w leads; the second structure lies 0.892 eV higher.

#w
19
Properties=species:S:1:pos:R:3 method="wB97M-V/def2-TZVPD" spin_multiplicity=2 e_lumo_ev="0.3 / -0.8" molar_mass_g_mol=181.7 homo_energy_ev="-8.5 / -8.3" orbital_gap_ev="8.7 / 7.5"
C -0.670 2.600 -0.713
O -0.513 1.420 -1.450
C 0.014 2.506 0.665
O -0.300 1.297 1.303
C 1.169 -1.381 2.036
C 0.657 -2.147 1.074
O 0.256 -1.610 -0.143
C 0.133 -2.565 -1.209
Cu -0.429 0.163 -0.125
H -1.749 2.814 -0.545
H -0.253 3.476 -1.252
H -0.291 3.379 1.276
H 1.114 2.595 0.513
H 0.794 -0.416 2.372
H 1.975 -1.785 2.647
H 0.338 -3.182 1.217
H -0.126 -2.008 -2.114
H 1.092 -3.080 -1.341
H -0.660 -3.286 -0.973

#x
19
Properties=species:S:1:pos:R:3 method="wB97M-V/def2-TZVPD" spin_multiplicity=2 e_lumo_ev="0.6 / 0.3" molar_mass_g_mol=181.7 homo_energy_ev="-6.4 / -7.6" orbital_gap_ev="6.9 / 7.9"
C 0.169 2.295 -0.306
O -0.728 1.167 -0.593
C -1.315 0.454 0.469
C -1.222 -1.025 0.155
O 0.151 -1.361 -0.073
C 0.385 -2.752 -0.250
H -0.062 3.050 -1.073
H -0.095 2.642 0.714
H -2.377 0.723 0.583
H -0.783 0.654 1.415
H -1.805 -1.278 -0.744
H -1.600 -1.613 1.004
H 1.456 -2.885 -0.433
H 0.096 -3.295 0.661
H -0.204 -3.127 -1.100
Cu 1.269 0.158 -0.690
O 2.247 1.126 0.719
C 1.950 2.046 -0.280
H 2.469 3.021 -0.179

In terms of stability, #x leads; the second structure lies 0.075 eV higher.